{"formula": "C34H26As2O7RuS3", "method": "ωB97M-V/def2-TZVPD", "species": ["Ru", "S", "C", "C", "C", "C", "C", "C", "As", "C", "C", "C", "C", "C", "C", "C", "C", "C", "C", "C", "C", "H", "H", "H", "H", "H", "H", "H", "H", "H", "H", "H", "H", "H", "H", "O", "As", "O", "O", "C", "C", "C", "C", "C", "C", "S", "O", "O", "O", "H", "H", "H", "H", "H", "C", "C", "O", "S", "C", "C", "C", "C", "C", "C", "C", "C", "H", "H", "H", "H", "H", "H", "H"], "coordinates": [[-0.578, -1.269, 0.570], [-0.743, -1.462, 2.728], [0.631, -0.658, 3.493], [0.580, -0.370, 4.855], [1.648, 0.280, 5.451], [2.770, 0.624, 4.707], [2.837, 0.307, 3.356], [1.769, -0.337, 2.756], [1.692, -0.953, 0.935], [2.508, -2.706, 1.063], [2.941, -3.339, -0.095], [3.426, -4.637, -0.033], [3.477, -5.302, 1.181], [3.035, -4.673, 2.338], [2.545, -3.378, 2.281], [2.896, 0.125, -0.087], [4.265, -0.122, -0.068], [5.114, 0.700, -0.794], [4.599, 1.754, -1.536], [3.232, 1.994, -1.555], [2.375, 1.179, -0.830], [-0.296, -0.640, 5.432], [1.606, 0.521, 6.506], [3.599, 1.132, 5.182], [3.717, 0.564, 2.778], [2.863, -2.852, -1.058], [3.733, -5.132, -0.944], [3.848, -6.318, 1.227], [3.062, -5.194, 3.286], [2.199, -2.904, 3.190], [4.667, -0.950, 0.502], [6.180, 0.512, -0.784], [5.266, 2.387, -2.107], [2.830, 2.812, -2.139], [1.305, 1.350, -0.850], [-0.263, -2.047, -3.947], [-0.238, -2.815, -2.361], [1.017, -3.835, -2.251], [-0.135, -1.420, -1.353], [-2.019, -3.558, -2.458], [-2.488, -3.878, -3.727], [-3.731, -4.477, -3.885], [-4.515, -4.768, -2.782], [-4.059, -4.455, -1.510], [-2.820, -3.854, -1.359], [-2.339, -3.397, 0.276], [-2.979, -4.275, 1.198], [-2.656, -1.945, 0.409], [-0.841, -3.444, 0.273], [0.608, -1.671, -4.121], [-1.880, -3.656, -4.592], [-4.082, -4.720, -4.879], [-5.480, -5.241, -2.906], [-4.650, -4.680, -0.632], [-4.649, 8.784, -1.892], [-4.138, 7.425, -1.482], [-4.564, 6.394, -1.916], [-2.807, 7.538, -0.288], [-2.348, 5.838, -0.109], [-3.239, 4.907, 0.413], [-2.854, 3.587, 0.553], [-1.564, 3.182, 0.196], [-0.671, 4.129, -0.308], [-1.064, 5.446, -0.470], [-1.173, 1.814, 0.344], [-0.834, 0.657, 0.487], [-5.730, 8.732, -2.008], [-4.209, 9.031, -2.859], [-4.380, 9.559, -1.177], [-4.235, 5.216, 0.699], [-3.546, 2.854, 0.945], [0.330, 3.823, -0.579], [-0.374, 6.175, -0.875]], "mulliken_charge": [1.216, -0.356, 0.582, -0.716, -0.639, -0.691, -0.469, -0.048, 1.952, 0.521, -0.229, -0.736, -0.516, -0.770, -0.443, 0.140, -0.449, -0.712, -0.550, -0.586, -0.399, 0.490, 0.381, 0.407, 0.471, 0.385, 0.400, 0.387, 0.408, 0.297, 0.476, 0.401, 0.393, 0.446, 0.166, -0.640, 1.094, -0.734, -0.481, -0.310, -0.664, -0.562, -0.578, -0.718, 0.567, 1.407, -0.640, -0.593, -0.593, 0.318, 0.468, 0.388, 0.393, 0.472, -1.059, 0.729, -0.514, -0.247, 0.204, -0.370, -0.658, 0.472, -0.436, -0.540, 0.543, -1.054, 0.306, 0.280, 0.360, 0.419, 0.490, 0.459, 0.414], "de_lowest_kj_mol": 13.5, "energy_ha": -7598.87413, "homo_lumo_gap_ev": [6.07, 5.70], "homo_energy_ev": [-8.42, -8.33]}